Record 1
DFT (ωB97M-V with the def2-TZVPD basis set) results for 2 unconnected molecules or ions with the total composition H4O2 in a non-equilibrium geometry.

Each line ends with the Mulliken charge.
Geometry (Å):
H1 1.06569 -7.61429 4.56471  0.30
H2 0.45019 -6.41353 5.15896  0.33
O1 0.90018 -7.28583 5.38618  -0.62
H3 -1.35452 6.57069 -4.85547  0.33
H4 -0.64529 7.85747 -5.23426  0.33
O2 -0.41625 6.88549 -5.02012  -0.65

Force components x, y, z for each atom (eV/Å):
0.9 -1.8 -3.6
0.8 -1.6 0.8
-1.8 3.4 2.9
1.7 0.1 -0.2
1.0 -2.1 0.4
-2.7 2.0 -0.2

Gap between HOMO and LUMO   12.56 eV
SMILES   O.O
E_HOMO   -11.585 eV
Calculated total energy   -4159.411 eV
Energy relative to the best compared isomer or geometry (same formula, charge and spin)   12.18 kcal/mol
LUMO energy   0.97 eV
Strongest force on any atom   0.0932 Eh/bohr



Record 2
DFT (ωB97M-V with the def2-TZVPD basis set) results for a molecular structure, C32H46BrGeN5O5S5SeTc in a non-equilibrium geometry.

Each line ends with the Mulliken charge.
Geometry (Å):
Tc1 -0.90355 0.25514 0.25386  1.50
O1 -3.53638 -2.94775 5.76541  -0.48
C1 -3.12547 -2.48524 4.75567  0.58
S1 -1.44548 -2.67598 4.19004  -0.10
C2 -1.59817 -1.69018 2.75519  0.42
C3 -2.84040 -1.22181 2.47352  -0.62
S2 -3.04037 -0.03625 1.19582  -0.18
S3 -4.12785 -1.54014 3.62227  -0.01
S4 -0.19636 -1.38987 1.79937  -0.38
Br1 -2.29209 1.69284 -1.33511  -0.30
C4 -4.17689 1.21525 -1.52546  0.25
C5 -4.88266 2.03022 -2.37213  -0.71
C6 -6.16454 1.66277 -2.79942  -0.83
C7 -6.66384 0.43885 -2.45311  -0.91
C8 -5.96033 -0.41000 -1.57429  0.78
C9 -6.47101 -1.68647 -1.25642  -0.88
C10 -5.79438 -2.52367 -0.41367  -1.32
C11 -4.66719 -2.05379 0.27198  -0.67
C12 -4.18269 -0.78809 0.04139  1.54
C13 -4.72713 0.02325 -0.99485  -0.36
H1 -4.43675 2.94057 -2.73863  0.51
H2 -6.71909 2.33233 -3.43593  0.42
H3 -7.60366 0.08904 -2.84836  0.46
H4 -7.41149 -1.97801 -1.69429  0.46
H5 -6.15946 -3.51802 -0.21933  0.51
H6 -4.20979 -2.67937 1.02269  0.66
C14 7.97467 -2.77262 0.60226  -1.39
C15 6.68849 -1.97603 0.57602  -0.29
S5 7.00074 -0.50858 -0.46573  1.20
O2 7.10395 -0.94465 -1.82870  -0.63
O3 8.03561 0.28240 0.11075  -0.66
C16 5.42148 0.47098 -0.35692  -0.59
C17 4.52753 0.02052 -1.49955  -1.21
N1 3.14453 0.44415 -1.34952  0.46
C18 2.22704 -0.09402 -0.51751  0.03
N2 1.03389 0.50943 -0.65654  1.39
C19 1.20821 1.46762 -1.60469  -1.52
C20 2.50718 1.44104 -2.04808  -0.24
N3 3.04680 2.26023 -3.08577  1.08
O4 4.24580 2.29902 -3.22880  -0.62
O5 2.22124 2.84867 -3.74707  -0.61
C21 2.55223 -1.19962 0.40619  -1.47
H7 7.85063 -3.70199 1.15257  0.39
H8 8.75823 -2.18535 1.07145  0.38
H9 8.28173 -3.00224 -0.41480  0.38
H10 6.40218 -1.62645 1.56267  0.43
H11 5.88116 -2.53210 0.10676  0.25
H12 5.70737 1.51490 -0.44962  0.39
H13 4.99808 0.28936 0.62666  0.36
H14 4.56232 -1.06815 -1.59001  0.49
H15 4.92639 0.43914 -2.42570  0.48
H16 0.43432 2.13712 -1.92779  0.91
H17 3.48165 -1.68138 0.12112  0.23
H18 1.75121 -1.93150 0.43039  0.31
H19 2.65309 -0.81849 1.42202  0.29
C22 -0.21406 -3.02128 -4.09305  -0.92
C23 0.05452 -1.90868 -3.04944  -0.58
N4 -1.05898 -1.80679 -2.12480  0.82
C24 -1.18012 -3.03294 -1.35650  -0.02
C25 -1.33250 -4.24209 -2.30915  -0.90
N5 -1.46163 -3.71893 -3.69269  0.04
C26 -2.61130 -2.78404 -3.77018  -1.11
C27 -2.28078 -1.56985 -2.87217  0.64
H20 0.60110 -3.74626 -4.13166  0.40
H21 -0.35487 -2.61073 -5.09323  0.30
H22 0.18168 -0.94323 -3.53816  0.51
H23 0.95882 -2.12137 -2.48032  0.25
H24 -2.04833 -2.94223 -0.70400  -0.05
H25 -0.30015 -3.13640 -0.72200  0.32
H26 -2.22150 -4.82889 -2.07267  0.37
H27 -0.46397 -4.90206 -2.26716  0.31
H28 -1.62708 -4.50298 -4.33039  0.32
H29 -3.51015 -3.30170 -3.42845  0.46
H30 -2.76117 -2.48640 -4.80738  0.30
H31 -3.09397 -1.40405 -2.16555  -1.06
H32 -2.15408 -0.66113 -3.46457  0.69
C28 2.07167 5.90573 4.00146  -1.16
Ge1 1.00226 4.26431 4.26332  0.60
C29 -0.61969 4.57168 5.35701  -1.19
C30 2.02201 2.72509 4.98164  -1.16
C31 0.45925 3.67269 2.37558  -1.12
Se1 -0.98315 2.37758 2.40852  0.25
C32 -2.43644 3.61636 2.03073  -1.12
H33 2.39796 6.29453 4.96004  0.38
H34 1.48069 6.67279 3.50946  0.37
H35 2.95181 5.70419 3.39852  0.37
H36 -0.30960 4.77888 6.37744  0.39
H37 -1.26461 3.69651 5.37708  0.39
H38 -1.19268 5.42613 5.00954  0.35
H39 2.16221 2.84465 6.05169  0.39
H40 3.00290 2.65436 4.52211  0.35
H41 1.48885 1.79207 4.81237  0.36
H42 1.31250 3.19277 1.89728  0.34
H43 0.13234 4.50416 1.75361  0.49
H44 -2.47477 4.35097 2.83136  0.38
H45 -3.37724 3.07249 1.99281  0.33
H46 -2.23850 4.11702 1.08366  0.36

Atoms 1-6, force components in eV/Å:
-0.4 -0.1 1.8
-0.1 -0.1 0.2
0.0 0.1 -0.2
0.3 0.2 -0.2
-1.1 0.0 0.1
0.3 -0.1 0.4

Gap between HOMO and LUMO (spin up / spin down)   6.82 / 7.12 eV
E_HOMO (spin up / spin down)   -12.410 / -12.647 eV
Calculated total energy   -299880.674 eV
Energy relative to the best compared isomer or geometry (same formula, charge and spin)   34.28 kcal/mol
LUMO energy (spin up / spin down)   -5.59 / -5.53 eV
2S+1   2
Net charge   +2
Strongest force on any atom   0.0370 Eh/bohr



Record 3
DFT (ωB97M-V with the def2-TZVPD basis set) results for a gas-phase ion, C4H8P (charge +1) in a non-equilibrium geometry.

Each line ends with the Mulliken charge.
Geometry (Å):
C1 -2.81743 -0.29061 0.16064  0.10
C2 -1.73781 0.16244 0.49923  -0.58
C3 0.88702 -1.44348 -0.16768  -0.80
C4 1.20291 1.47120 -0.24498  -1.09
P1 0.05520 0.09141 -0.90206  0.40
H1 -3.78086 -0.45723 -0.20329  0.44
H2 -1.11140 0.48799 1.37020  0.39
H3 1.06741 -2.22056 -0.99195  0.33
H4 0.22638 -1.87552 0.72384  0.31
H5 1.73566 -0.97617 0.20380  0.33
H6 2.03216 1.53942 -1.05888  0.36
H7 1.57545 1.13818 0.66894  0.42
H8 0.66532 2.37293 -0.05779  0.38

Atoms 1-6, force components in eV/Å:
1.2 0.9 0.3
1.5 0.1 1.2
-3.2 -0.8 -0.2
-0.5 -1.6 -2.2
0.2 -0.1 -0.2
-1.0 -0.5 -0.5

Gap between HOMO and LUMO   7.67 eV
E_HOMO   -14.308 eV
Calculated total energy   -13554.999 eV
Energy relative to the best compared isomer or geometry (same formula, charge and spin)   49.86 kcal/mol
LUMO energy   -6.64 eV
Net charge   +1
Strongest force on any atom   0.0639 Eh/bohr



Record 4
DFT (ωB97M-V with the def2-TZVPD basis set) results for C4H7NO3 in the gas phase in a non-equilibrium geometry.

Each line ends with the Mulliken charge.
Geometry (Å):
C1 0.14431 -1.65893 -0.30342  -0.07
C2 -0.64142 0.79002 -1.11139  -1.31
C3 -0.58178 0.20145 1.47265  -1.29
C4 0.04064 0.09263 0.09726  0.84
N1 1.42194 0.38719 -0.06025  0.89
O1 1.96539 0.58417 1.00558  -0.61
O2 -0.37472 -2.46330 0.41256  -0.42
O3 1.99961 0.33692 -1.14408  -0.57
H1 0.70661 -1.69972 -1.15163  0.46
H2 -0.54664 1.88923 -1.28994  0.36
H3 -1.76463 0.54470 -1.28584  0.33
H4 -0.27615 0.43423 -2.10380  0.35
H5 0.11919 0.89322 2.02026  0.33
H6 -0.56190 -0.73897 1.85856  0.40
H7 -1.65045 0.40717 1.58346  0.31

Atoms 1-6, force components in eV/Å:
-2.9 2.5 4.3
-2.3 -0.6 -2.3
1.3 2.9 -0.5
-3.3 -2.2 -3.3
1.9 0.4 1.3
1.6 0.3 0.2

Gap between HOMO and LUMO   10.18 eV
SMILES   CC(C)(C=O)[N+](=O)[O-]
E_HOMO   -10.291 eV
Calculated total energy   -11889.311 eV
Energy relative to the best compared isomer or geometry (same formula, charge and spin)   137.60 kcal/mol
LUMO energy   -0.11 eV
Strongest force on any atom   0.1111 Eh/bohr



Record 5
DFT (ωB97M-V with the def2-TZVPD basis set) results for 2 unconnected molecules or ions with the total composition C6H10 in a non-equilibrium geometry.

Each line ends with the Mulliken charge.
Geometry (Å):
C1 -1.25231 0.83541 0.54617  -0.59
C2 -1.62988 -0.45702 0.27437  0.28
C3 -2.59291 -1.35086 0.25517  -0.90
H1 -0.35305 -1.08267 -0.22006  0.47
H2 -1.57243 1.62803 -0.12278  0.30
H3 -1.15067 1.14517 1.58152  0.30
H4 0.21797 0.76504 0.16217  -0.11
H5 -2.41920 -2.36671 -0.07955  0.28
H6 -3.60367 -1.11453 0.57087  0.30
C4 2.47773 1.02957 -0.31841  -1.03
C5 1.27840 0.15978 -0.27362  0.40
C6 0.90328 -1.03409 -0.51773  -0.85
H7 3.34955 0.48780 -0.68787  0.32
H8 2.30596 1.88975 -0.96983  0.26
H9 2.71056 1.41790 0.67590  0.26
H10 1.33066 -1.95257 -0.87632  0.32

Atoms 1-6, force components in eV/Å:
-1.1 -0.8 0.1
-0.5 1.4 0.5
0.4 -0.4 -0.2
1.5 -0.3 -0.5
0.3 -0.1 -0.2
0.3 -0.1 0.0

Gap between HOMO and LUMO   9.31 eV
SMILES   C=C=C.C=CC
E_HOMO   -8.594 eV
Calculated total energy   -6379.081 eV
Energy relative to the best compared isomer or geometry (same formula, charge and spin)   110.20 kcal/mol
LUMO energy   0.72 eV
Strongest force on any atom   0.0328 Eh/bohr



Record 6
DFT (ωB97M-V with the def2-TZVPD basis set) results for C4H7Cl in the gas phase in a non-equilibrium geometry.

Each line ends with the Mulliken charge.
Geometry (Å):
C1 1.32721 -0.62975 0.07182  -1.00
C2 -0.06966 -0.48695 -0.29355  -0.09
C3 -0.43431 0.90668 -0.25357  -0.58
C4 -1.33664 -0.01019 0.45321  0.21
H1 1.94350 0.10147 -0.61980  0.28
H2 1.87978 -1.75177 -0.06669  0.25
H3 1.43753 -0.20635 1.16745  0.18
H4 0.09383 -0.66679 -1.41297  0.21
H5 -0.98361 1.48877 -1.12435  0.28
H6 0.17211 1.26389 0.60180  0.19
H7 -1.15315 0.39979 1.56122  0.24
Cl1 -2.87659 -0.40880 -0.08458  -0.18

Atoms 1-6, force components in eV/Å:
4.4 -1.1 2.2
0.3 -0.4 -4.0
-1.9 3.5 -0.8
2.8 0.3 2.9
-1.1 -1.5 1.4
-1.8 3.0 0.7

Gap between HOMO and LUMO   10.97 eV
SMILES   C[C@@H]1C[C@H]1Cl
E_HOMO   -9.855 eV
Calculated total energy   -16780.001 eV
Energy relative to the best compared isomer or geometry (same formula, charge and spin)   77.73 kcal/mol
LUMO energy   1.11 eV
Strongest force on any atom   0.0988 Eh/bohr



Record 7
DFT (ωB97M-V with the def2-TZVPD basis set) results for C4H5NO4S in the gas phase in a non-equilibrium geometry.

Each line ends with the Mulliken charge.
Geometry (Å):
C1 -0.56046 -0.34917 0.03547  -0.26
C2 0.81958 -0.51226 -0.37059  -0.28
C3 2.11133 -0.64345 0.73703  -0.67
C4 -1.71806 -0.11950 -0.71198  -0.55
N1 -2.86290 0.39259 0.00851  1.02
O1 -2.75555 0.52025 1.19208  -0.60
O2 -3.83381 0.58187 -0.68453  -0.60
O3 2.79502 1.19373 -0.96016  -0.59
O4 1.08729 1.86942 0.76153  -0.56
S1 1.81667 0.88792 -0.01046  0.95
H1 -0.87941 -0.25335 1.07676  0.42
H2 0.93306 -1.18872 -1.15483  0.61
H3 2.79928 -1.27377 0.09254  0.28
H4 2.11828 -0.79571 1.75118  0.42
H5 -1.87033 -0.30986 -1.76256  0.42

Atoms 1-6, force components in eV/Å:
-4.3 1.0 -0.4
-0.2 0.3 2.3
-0.2 -0.3 -4.2
4.1 -1.1 0.9
0.6 -1.4 -1.2
-0.8 0.7 1.4

Gap between HOMO and LUMO   9.56 eV
SMILES   O=[N+]([O-])/C=C/[C@@H]1CS1(=O)=O
E_HOMO   -10.371 eV
Calculated total energy   -24737.659 eV
Energy relative to the best compared isomer or geometry (same formula, charge and spin)   101.37 kcal/mol
LUMO energy   -0.81 eV
Strongest force on any atom   0.0869 Eh/bohr



Record 8
DFT (ωB97M-V with the def2-TZVPD basis set) results for a molecular structure, C32H38NO3PSeTc.

Each line ends with the Mulliken charge.
Geometry (Å):
Tc1 1.19107 0.41335 -0.82051  0.02
C1 0.17506 0.80300 -4.19669  -1.32
O1 0.44845 1.47849 -2.94701  0.43
C2 0.33586 2.90074 -3.11382  -0.67
C3 0.78921 3.55134 -1.83395  -0.86
O2 1.88919 2.81020 -1.30470  0.00
C4 3.13290 2.97820 -1.99577  -0.50
C5 3.97305 1.79749 -1.60870  -0.69
O3 3.21466 0.59123 -1.85575  -0.10
C6 3.33191 0.08772 -3.20501  -0.84
H1 -0.86181 0.94793 -4.49213  0.24
H2 0.37396 -0.25722 -4.06793  0.40
H3 0.82826 1.19747 -4.97425  0.45
H4 -0.69958 3.17196 -3.33137  0.39
H5 0.94971 3.19816 -3.96640  0.44
H6 0.01370 3.52996 -1.06980  0.23
H7 1.06513 4.58992 -2.01575  0.41
H8 3.61525 3.90530 -1.68215  0.43
H9 2.96435 3.01744 -3.07465  0.33
H10 4.18796 1.80999 -0.54560  0.23
H11 4.90946 1.76734 -2.16402  0.52
H12 4.37327 -0.14801 -3.41097  0.36
H13 2.96216 0.81476 -3.92750  0.30
H14 2.74259 -0.82565 -3.26726  0.24
C7 -3.89054 -1.28794 1.15547  -1.59
C8 -3.60331 -0.87511 -0.27184  1.27
C9 -4.69453 -0.76014 -1.13386  -0.88
C10 -4.56533 -0.37617 -2.45705  -0.98
C11 -3.31006 -0.09404 -2.97444  -0.69
C12 -2.21421 -0.19369 -2.13880  -0.40
C13 -2.33697 -0.57410 -0.80224  0.92
P1 -0.78342 -0.73066 0.11420  1.86
C14 -1.13280 -0.33380 1.82954  1.25
C15 -0.84760 -1.28533 2.80583  -0.39
C16 -1.20603 -1.05859 4.12504  -1.00
C17 -1.83969 0.12742 4.46100  -0.91
C18 -2.09244 1.09031 3.48988  -0.77
C19 -1.74679 0.88711 2.16007  0.66
C20 -2.10235 1.94235 1.13689  -1.50
C21 -0.25766 -2.43430 -0.04705  0.37
C22 -1.13385 -3.51931 -0.05031  -0.58
C23 -0.63662 -4.79126 -0.27219  -0.85
C24 0.72234 -4.97048 -0.51663  -0.73
C25 1.58605 -3.88512 -0.54116  -0.79
C26 1.09851 -2.60547 -0.29730  1.07
C27 2.03407 -1.42173 -0.26153  -0.56
H15 -4.80343 -1.88029 1.18601  0.59
H16 -4.04913 -0.41098 1.78994  0.33
H17 -3.09734 -1.87165 1.61415  0.25
H18 -5.67967 -0.99230 -0.74447  0.51
H19 -5.44421 -0.30762 -3.08609  0.43
H20 -3.19551 0.19364 -4.01256  0.42
H21 -1.23477 0.02200 -2.52373  -0.54
H22 -0.37630 -2.22375 2.52911  0.46
H23 -0.99581 -1.80369 4.88247  0.49
H24 -2.12970 0.31167 5.48843  0.48
H25 -2.58286 2.01711 3.76890  0.51
H26 -2.22065 2.91438 1.61410  0.58
H27 -3.03931 1.70366 0.62657  0.26
H28 -1.33876 2.04961 0.36122  -0.10
H29 -2.19683 -3.37625 0.09715  0.34
H30 -1.30830 -5.64044 -0.27492  0.48
H31 1.10869 -5.96482 -0.70218  0.45
H32 2.64078 -4.03423 -0.74868  0.54
H33 2.87198 -1.53326 -0.94830  0.87
H34 2.45582 -1.28055 0.72458  -0.49
Se1 1.78918 1.58272 1.19183  0.06
C28 1.84975 0.75194 2.91324  0.72
C29 2.46420 -0.45070 3.22186  -0.42
C30 2.54993 -0.80461 4.56132  -0.60
N1 2.09171 -0.04833 5.56398  -0.53
C31 1.53088 1.11735 5.23583  -0.59
C32 1.37640 1.56356 3.92746  -0.45
H35 2.89969 -1.09638 2.47800  0.53
H36 3.02866 -1.73713 4.84139  0.40
H37 1.17291 1.72881 6.05843  0.42
H38 0.90949 2.51947 3.72312  0.42

Atoms 1-6, force components in eV/Å:
0.6 0.5 -0.1
0.1 0.1 0.1
-0.1 -0.4 -0.3
-0.2 -0.1 -0.1
0.2 0.0 0.1
-0.1 0.2 0.1

Gap between HOMO and LUMO (spin up / spin down)   6.74 / 6.71 eV
E_HOMO (spin up / spin down)   -14.151 / -14.156 eV
Calculated total energy   -118250.705 eV
LUMO energy (spin up / spin down)   -7.41 / -7.45 eV
2S+1   4
Net charge   +2
Strongest force on any atom   0.0157 Eh/bohr



no.,molecular weight (g/mol)
1,36.03
2,1070.56
3,87.08
4,117.10
5,82.15
6,90.55
7,163.15
8,692.59